ORCA calculation (ωB97M-V/def2-TZVPD) on an isolated molecule of C3H9N3OS in a non-equilibrium geometry.

Structure (ORCA input):
```
! wB97M-V def2-TZVPD RIJCOSX def2/J DEFGRID3
* xyz 0 1
C 0.834 0.040 0.941
C -1.004 0.343 -0.500
C -0.144 -1.943 -0.138
N -0.098 1.367 -0.646
N -0.376 -0.584 0.427
N 1.340 0.931 -0.103
O 2.059 1.873 0.210
S -2.531 0.854 0.258
H 0.540 0.501 1.904
H 1.654 -0.691 1.142
H -1.483 -0.246 -1.433
H -1.170 -2.299 -0.306
H 0.585 -1.915 -0.935
H 0.236 -2.554 0.567
H -0.237 2.220 -1.267
H 1.664 0.148 -0.810
H -1.872 1.955 0.690
*
```

Relative energy (zero: lowest compared OMol25 entry of this formula, charge and spin) = 537.8 kJ/mol
HOMO energy = -8.80 eV
HOMO-LUMO gap = 0.347 hartree
SMILES = CN1C[N@H+]([O-])N[C@@H]1S

***

ORCA calculation (ωB97M-V/def2-TZVPD) on an isolated molecule of C3H9N3OS in a non-equilibrium geometry.

Structure (ORCA input):
```
! wB97M-V def2-TZVPD RIJCOSX def2/J DEFGRID3
* xyz 0 1
C -0.642 1.043 3.342
C -0.299 -0.061 2.262
C -0.206 0.147 -0.134
H -1.334 0.635 4.154
H 0.355 1.481 3.898
H -1.135 1.943 2.698
H 0.560 -0.777 2.664
H -1.289 -0.578 2.136
H 0.233 1.924 -1.040
H 2.447 0.418 -1.878
H -1.158 -1.102 -1.597
H -0.858 -2.467 0.796
N 0.138 0.533 1.046
N -0.011 1.045 -1.281
N -0.905 -1.022 -0.528
O -0.239 -2.090 0.065
S 1.026 0.286 -2.489
*
```

Relative energy (zero: lowest compared OMol25 entry of this formula, charge and spin) = 402.9 kJ/mol
HOMO energy = -9.20 eV
HOMO-LUMO gap = 0.362 hartree
SMILES = CC/N=C(\NO)NS

***

ORCA calculation (ωB97M-V/def2-TZVPD) on an isolated molecule of C3H9N3S in a non-equilibrium geometry.

Structure (ORCA input):
```
! wB97M-V def2-TZVPD RIJCOSX def2/J DEFGRID3
* xyz 0 1
C 1.226 1.623 -2.019
C -0.222 -0.762 0.246
C -1.023 0.097 1.300
H 1.789 0.686 -2.374
H 1.177 2.440 -2.706
H 1.465 1.788 -0.905
H 0.690 -1.293 -1.537
H 0.803 -2.146 -0.214
H -0.705 1.266 1.045
H -2.037 0.209 1.011
H -0.199 -0.661 3.126
H -1.622 -1.087 2.838
N -0.159 -0.619 -1.114
N 0.261 -1.888 0.803
N -1.039 -0.332 2.613
S -0.403 0.679 -2.116
*
```

Relative energy (zero: lowest compared OMol25 entry of this formula, charge and spin) = 326.5 kJ/mol
HOMO energy = -9.04 eV
HOMO-LUMO gap = 0.355 hartree
SMILES = [H]/N=C(/CN)NSC

***

ORCA calculation (ωB97M-V/def2-TZVPD) on an isolated molecule of C3H9N3S in a non-equilibrium geometry.

Structure (ORCA input):
```
! wB97M-V def2-TZVPD RIJCOSX def2/J DEFGRID3
* xyz 0 1
C -0.946 -1.117 0.318
C 0.391 -0.433 0.283
C 0.291 1.032 0.715
H -1.701 -0.664 -1.519
H -2.806 -0.779 -0.390
H -0.761 -2.180 0.055
H -1.321 -1.091 1.339
H -0.603 1.089 1.329
H 1.147 1.264 1.385
H -0.699 1.771 -0.863
H 0.897 2.040 -0.951
H 3.573 -1.266 -0.552
N -1.866 -0.437 -0.554
N 0.100 2.009 -0.327
N 1.419 -1.055 -0.103
S 2.884 -0.183 -0.166
*
```

Relative energy (zero: lowest compared OMol25 entry of this formula, charge and spin) = 103.3 kJ/mol
HOMO energy = -8.76 eV
HOMO-LUMO gap = 0.353 hartree
SMILES = NCC(CN)=NS